C19H22N3O7Ru | ωB97M-V/def2-TZVPD

The calculation puts the frontier orbital gap (alpha / beta) at 8.173 / 7.922 eV. The charge is 0. The HOMO energy (alpha / beta) is -7.98 / -8.17 eV. The energy above the lowest of the compared OMol25 structures with the same formula, charge and spin is 0.2770 eV. The largest force on an atom comes out at 1.1 eV/Å. Its molar mass is 505.5 g/mol. The calculation puts the LUMO energy (alpha / beta) at 0.2 / -0.2 eV. The spin multiplicity is 2.

XYZ file:
```
52
Properties=species:S:1:pos:R:3:forces:R:3
Ru -0.547 0.417 0.012 -0.2 -0.5 -0.7
O -0.628 -4.292 -3.112 0.0 0.1 0.1
C -1.246 -3.431 -2.281 -0.2 0.1 -0.1
O -2.441 -3.342 -2.186 0.3 0.0 0.1
C -0.218 -2.587 -1.549 0.3 -0.1 0.1
O -0.782 -1.762 -0.562 0.0 0.0 0.0
C -1.181 -2.492 0.609 0.0 -0.4 0.1
C -1.765 -1.516 1.620 -0.1 -0.3 0.0
O -1.866 -1.844 2.782 -0.1 -0.1 0.1
O -2.138 -0.427 1.058 -0.4 1.0 0.5
H -1.315 -4.789 -3.579 0.0 0.0 0.0
H 0.281 -1.955 -2.283 0.1 0.0 0.0
H 0.538 -3.246 -1.113 0.0 0.0 -0.1
H -0.325 -3.011 1.045 0.1 0.0 -0.1
H -1.954 -3.209 0.329 0.0 0.0 0.0
C -3.256 0.498 -1.392 0.0 0.0 0.0
N -1.864 0.937 -1.595 0.0 0.0 0.1
C -1.845 2.401 -1.776 0.0 0.0 0.0
C -1.311 0.293 -2.806 0.1 0.1 -0.1
C 0.186 0.425 -2.778 0.1 0.1 0.0
C 0.969 0.321 -3.921 0.0 0.0 0.0
C 2.352 0.371 -3.815 0.0 0.0 0.0
C 2.944 0.530 -2.568 0.0 0.0 0.0
C 2.157 0.630 -1.427 0.0 0.0 0.0
C 0.765 0.579 -1.510 0.0 0.0 0.0
H -3.871 0.802 -2.245 0.0 0.0 0.0
H -3.641 0.942 -0.478 0.0 0.0 0.0
H -3.281 -0.584 -1.282 0.0 0.0 0.0
H -2.506 2.680 -2.603 0.0 0.0 0.0
H -0.829 2.725 -1.992 0.0 0.0 0.0
H -2.182 2.880 -0.861 0.0 0.0 0.0
H -1.760 0.728 -3.707 0.0 0.0 0.0
H -1.604 -0.758 -2.764 -0.1 0.0 -0.1
H 0.503 0.201 -4.893 0.0 0.0 0.0
H 2.966 0.291 -4.703 0.0 0.0 0.0
H 4.023 0.570 -2.486 0.0 0.0 0.0
H 2.631 0.737 -0.458 0.0 0.0 0.0
O -0.542 2.216 0.789 0.2 -0.2 0.1
N 0.056 2.295 1.941 0.0 0.1 0.1
N 0.661 1.252 2.304 0.0 0.0 0.0
O 0.720 0.153 1.576 0.0 0.0 -0.1
C 1.351 1.248 3.571 0.0 0.0 0.0
C 1.836 0.042 4.044 0.0 0.0 0.0
C 2.495 0.022 5.263 0.0 0.0 0.0
C 2.662 1.190 5.990 0.0 0.0 0.0
C 2.164 2.389 5.498 0.0 0.0 0.0
C 1.504 2.429 4.283 0.0 0.0 0.0
H 1.683 -0.858 3.470 0.0 0.0 0.0
H 2.873 -0.916 5.647 0.0 0.0 0.0
H 3.175 1.167 6.942 0.0 0.0 0.0
H 2.291 3.303 6.063 0.0 0.0 0.0
H 1.111 3.355 3.890 0.0 0.0 0.0
```
Positions in Å, forces in eV/Å.


C19H22N4O5S2 | ωB97M-V/def2-TZVPD

The calculation puts the frontier orbital gap at 8.374 eV. The charge is 0. The SMILES is COc1cccc(N2C[C@@H](C(=O)Nc3nnc(SCCC4OCCO4)s3)CC2=O)c1. The HOMO energy is -8.11 eV. The energy above the lowest of the compared OMol25 structures with the same formula, charge and spin is 2.3005 eV. The largest force on an atom comes out at 1.8 eV/Å. Its molar mass is 450.5 g/mol. The calculation puts the LUMO energy at 0.3 eV.

XYZ file:
```
52
Properties=species:S:1:pos:R:3:forces:R:3
C -2.892 -0.107 7.064 -0.1 0.2 0.0
O -1.986 -1.151 7.322 0.2 -0.2 0.0
C -0.948 -1.350 6.462 0.2 -0.2 0.0
C -0.071 -2.382 6.796 -0.2 0.1 0.1
C 1.010 -2.650 5.983 -0.2 0.1 0.0
C 1.238 -1.915 4.833 0.2 0.0 -0.2
C 0.369 -0.884 4.494 0.2 -0.3 0.3
N 0.566 -0.129 3.328 -0.4 -0.1 0.0
C -0.522 0.619 2.727 -0.3 0.4 0.0
C -0.012 0.998 1.332 0.0 0.0 0.3
C -0.510 2.354 0.903 0.0 -0.3 0.1
O -1.028 3.160 1.639 -0.1 0.1 0.1
N -0.322 2.695 -0.422 -0.3 0.8 0.0
C 0.187 1.976 -1.461 0.3 -0.1 -1.2
N 0.639 0.771 -1.425 -0.6 0.5 1.6
N 1.083 0.322 -2.587 0.6 -0.4 -1.4
C 0.977 1.164 -3.554 -0.2 0.5 0.4
S 1.480 0.893 -5.183 0.3 -0.1 -0.5
C 1.552 -0.935 -5.183 -0.1 0.2 -0.1
C 0.369 -1.549 -5.913 -0.4 0.2 0.3
C -0.988 -1.051 -5.373 0.4 0.3 -0.4
O -1.095 -1.153 -3.979 0.0 0.2 0.0
C -1.606 -2.441 -3.702 -0.1 -0.3 0.1
C -2.305 -2.861 -5.013 -0.1 -0.2 0.2
O -2.053 -1.793 -5.907 -0.1 0.1 -0.2
S 0.277 2.707 -3.074 0.1 -0.8 0.5
C 1.511 0.987 1.506 0.1 -0.1 0.0
C 1.755 0.063 2.693 0.3 0.3 -0.4
O 2.831 -0.386 3.008 0.2 -0.1 0.1
C -0.727 -0.604 5.312 -0.2 0.1 0.1
H -3.419 -0.255 6.115 0.0 0.0 0.0
H -3.611 -0.133 7.880 0.0 0.0 -0.1
H -2.393 0.867 7.054 0.0 0.0 0.0
H -0.260 -2.950 7.693 0.0 -0.1 0.1
H 1.688 -3.448 6.244 0.1 -0.1 0.0
H 2.088 -2.129 4.210 0.0 0.0 0.0
H -0.736 1.535 3.293 -0.1 -0.2 0.0
H -1.425 0.006 2.684 0.0 0.1 0.0
H -0.294 0.255 0.584 0.1 0.1 0.1
H -0.643 3.630 -0.650 0.0 -0.2 0.2
H 1.573 -1.222 -4.133 0.1 -0.1 -0.1
H 2.488 -1.205 -5.669 0.0 0.0 0.1
H 0.421 -2.634 -5.800 0.0 -0.1 -0.1
H 0.403 -1.314 -6.977 0.0 -0.1 0.0
H -1.133 0.001 -5.650 0.0 -0.2 0.1
H -0.795 -3.129 -3.437 -0.1 0.0 0.0
H -2.293 -2.351 -2.860 0.1 -0.1 0.0
H -3.387 -2.956 -4.906 0.1 0.0 0.0
H -1.897 -3.799 -5.407 -0.1 0.1 0.1
H 1.898 1.975 1.765 0.0 0.0 0.0
H 2.036 0.629 0.623 0.0 0.0 0.1
H -1.391 0.203 5.056 -0.1 0.1 0.0
```
Positions in Å, forces in eV/Å.


C19H22O5S | ωB97M-V/def2-TZVPD

The calculation puts the frontier orbital gap at 8.901 eV. The charge is 0. The SMILES is CCO[C@@H]1OC(C(=O)O)=C[C@H](c2csc3ccccc23)[C@H]1CCCO. The HOMO energy is -8.25 eV. The energy above the lowest of the compared OMol25 structures with the same formula, charge and spin is 0.0504 eV. The largest force on an atom comes out at 0.6 eV/Å. Its molar mass is 362.4 g/mol. The calculation puts the LUMO energy at 0.7 eV.

XYZ file:
```
47
Properties=species:S:1:pos:R:3:forces:R:3
C -3.896 -2.717 1.067 0.2 0.3 -0.2
C -3.717 -1.357 0.400 -0.3 -0.1 0.1
O -2.394 -1.153 -0.095 0.2 0.1 0.0
C -1.450 -0.773 0.849 0.5 -0.3 0.0
O -1.874 0.480 1.369 -0.1 0.3 0.0
C -0.939 1.240 1.990 0.5 -0.3 0.0
C -1.541 2.394 2.706 -0.4 0.3 0.2
O -2.720 2.585 2.841 0.0 -0.1 -0.1
O -0.614 3.225 3.210 0.4 0.2 0.1
C 0.371 0.981 1.991 -0.4 0.0 0.1
C 0.948 -0.177 1.237 -0.1 0.0 -0.1
C 2.241 0.216 0.579 0.2 -0.4 0.3
C 3.398 -0.465 0.741 0.1 0.2 -0.2
S 4.732 0.173 -0.157 -0.3 0.1 0.0
C 3.712 1.430 -0.800 0.0 -0.3 0.2
C 4.097 2.429 -1.681 0.0 0.1 -0.1
C 3.149 3.348 -2.081 0.2 0.0 0.0
C 1.842 3.274 -1.602 -0.1 0.0 0.0
C 1.460 2.283 -0.726 -0.1 0.1 0.0
C 2.396 1.332 -0.311 0.4 0.2 -0.2
C -0.062 -0.698 0.195 -0.2 -0.1 0.2
C 0.410 -2.051 -0.348 -0.3 0.1 -0.2
C -0.319 -2.559 -1.593 0.1 0.2 -0.1
C -0.262 -1.606 -2.786 0.1 -0.6 -0.2
O -0.999 -0.420 -2.613 -0.4 0.3 0.1
H -3.596 -3.513 0.389 0.0 -0.1 0.0
H -4.941 -2.853 1.330 -0.1 0.0 0.1
H -3.302 -2.791 1.975 0.0 -0.1 0.1
H -4.351 -1.289 -0.486 0.0 0.0 0.1
H -3.979 -0.549 1.088 0.0 0.0 -0.1
H -1.419 -1.492 1.693 -0.1 0.2 -0.1
H -1.055 3.959 3.667 -0.1 -0.3 -0.1
H 1.044 1.628 2.528 0.0 0.1 0.1
H 1.171 -0.985 1.949 0.0 0.0 -0.1
H 3.564 -1.334 1.351 -0.1 -0.2 0.2
H 5.114 2.479 -2.039 0.1 0.0 -0.1
H 3.423 4.134 -2.768 0.0 0.1 -0.1
H 1.118 4.006 -1.926 -0.1 0.1 0.0
H 0.449 2.244 -0.355 -0.1 0.0 0.0
H -0.126 0.017 -0.628 0.0 0.0 0.1
H 1.471 -1.951 -0.592 0.0 -0.1 0.1
H 0.320 -2.802 0.442 0.1 0.0 0.1
H -1.365 -2.754 -1.354 0.1 -0.1 -0.1
H 0.141 -3.503 -1.893 0.0 0.0 0.0
H 0.770 -1.297 -2.981 0.0 -0.1 0.0
H -0.632 -2.140 -3.676 0.2 0.1 0.1
H -1.788 -0.627 -2.093 0.1 0.1 0.0
```
Positions in Å, forces in eV/Å.


C19H23BCrN7O5S | ωB97M-V/def2-TZVPD

The calculation puts the frontier orbital gap (alpha / beta) at 8.775 / 8.928 eV. The charge is 0. The HOMO energy (alpha / beta) is -8.57 / -8.57 eV. The energy above the lowest of the compared OMol25 structures with the same formula, charge and spin is 0.0000 eV. The largest force on an atom comes out at 1.4 eV/Å. Its molar mass is 524.3 g/mol. The calculation puts the LUMO energy (alpha / beta) at 0.2 / 0.4 eV. The spin multiplicity is 4.

XYZ file:
```
57
Properties=species:S:1:pos:R:3:forces:R:3
Cr -0.902 -0.458 -0.553 -1.1 -0.7 0.5
O -0.879 0.827 1.240 0.5 -0.4 -0.4
C -2.115 0.773 1.959 -0.1 0.0 0.1
C -3.294 0.424 1.037 0.3 0.3 0.2
N -2.956 -0.629 0.065 -0.2 0.3 -0.1
C -3.756 -0.617 -1.169 0.1 -0.1 -0.4
C -2.964 -1.364 -2.277 -0.6 0.3 0.1
O -3.563 -1.784 -3.239 0.2 0.0 0.1
O -1.689 -1.445 -2.054 0.7 0.1 0.5
C -3.078 -1.964 0.679 0.3 -0.2 0.1
C -1.823 -2.206 1.498 -0.6 -0.2 0.7
O -1.910 -2.619 2.651 0.5 0.1 -0.3
O -0.757 -1.889 0.865 0.5 0.3 -0.5
H -0.089 0.507 1.823 -0.8 -0.1 -0.1
H -2.314 1.761 2.382 0.0 0.0 0.1
H -2.042 0.062 2.783 0.1 -0.1 -0.1
H -3.600 1.311 0.488 0.0 0.0 -0.1
H -4.143 0.128 1.661 0.0 0.0 0.0
H -3.912 0.401 -1.524 0.0 0.0 0.1
H -4.729 -1.094 -1.038 0.0 0.0 0.0
H -3.096 -2.715 -0.111 0.0 0.0 0.0
H -3.976 -2.054 1.291 0.0 0.1 -0.1
B 1.217 0.890 -3.076 0.2 0.1 0.1
N 1.571 -0.369 -2.246 0.0 -0.1 -0.2
C 2.661 -1.099 -2.477 0.0 -0.1 0.2
C 2.783 -2.059 -1.482 0.0 0.1 -0.1
C 1.690 -1.844 -0.662 0.1 -0.1 0.0
N 0.968 -0.812 -1.132 0.2 -0.2 0.3
N -0.204 1.450 -2.762 -0.1 0.0 -0.2
C -0.659 2.520 -3.417 -0.2 0.0 0.1
C -1.762 3.025 -2.747 0.0 0.0 -0.1
C -1.918 2.172 -1.668 0.1 0.1 -0.1
N -0.980 1.214 -1.692 0.1 0.4 0.2
H 1.999 1.763 -2.772 0.1 0.0 0.0
H 1.265 0.611 -4.242 0.0 0.0 -0.1
H 3.292 -0.891 -3.324 0.0 0.1 0.0
H 3.552 -2.803 -1.381 0.0 0.0 0.0
H 1.368 -2.375 0.218 0.0 0.1 0.0
H -0.157 2.870 -4.303 0.0 0.0 0.0
H -2.372 3.871 -3.006 0.0 0.0 0.0
H -2.635 2.240 -0.871 0.0 -0.1 0.0
N 0.820 -1.724 4.243 -0.9 -0.5 0.0
C 1.640 -0.982 3.486 0.7 0.5 -0.4
N 1.274 -0.140 2.564 -0.1 0.1 0.0
C 2.374 0.477 1.975 0.3 0.0 0.0
C 2.322 1.405 0.936 0.0 -0.1 0.0
C 3.505 1.926 0.444 0.0 0.0 -0.1
C 4.736 1.536 0.963 0.1 0.0 0.1
C 4.808 0.609 1.990 0.0 0.0 0.0
C 3.621 0.096 2.488 -0.2 0.0 0.0
S 3.389 -1.088 3.746 -0.3 0.0 -0.1
H -0.080 -2.004 3.830 0.3 0.2 0.1
H 1.247 -2.424 4.826 0.0 0.0 0.0
H 1.370 1.696 0.512 0.0 0.1 0.0
H 3.473 2.638 -0.371 0.0 0.0 0.0
H 5.649 1.961 0.566 0.0 0.0 0.0
H 5.761 0.284 2.385 0.0 0.0 0.0
```
Positions in Å, forces in eV/Å.


> Look up the largest force on an atom of the third one.

0.6 eV/Å


> The highest energy above the lowest of the compared OMol25 structures with the same formula, charge and spin belongs to which entry?

C19H22N4O5S2


> Look up the molar mass of the third one.

362.4 g/mol